Arrangement i

# C22H27F2NO3

The molecule C22H27F2NO3 (ωB97M-V with the def2-TZVPD basis set, OMol25).

ORCA input file:
```
! RIJCOSX wB97M-V def2-TZVPD def2/J DEFGRID3
* xyz 0 1
C -6.59 -0.63 1.38
H -6.09 -1.34 0.70
O -6.56 0.68 0.88
C -5.34 1.26 0.65
C -4.12 0.66 0.91
C -2.93 1.33 0.64
C -2.98 2.62 0.13
C -4.20 3.23 -0.12
C -5.38 2.56 0.13
H -6.34 3.01 -0.06
H -4.23 4.23 -0.52
H -2.06 3.16 -0.06
C -1.61 0.65 0.90
H -0.87 1.41 1.19
H -1.72 -0.04 1.74
C -1.05 -0.13 -0.31
C 0.28 -0.76 0.12
N 0.93 -1.43 -1.00
C 1.29 -0.46 -2.02
C 0.03 0.18 -2.59
C -0.78 0.84 -1.48
H -1.73 1.21 -1.87
H -0.22 1.69 -1.09
H -0.57 -0.58 -3.08
H 0.31 0.93 -3.33
H 1.83 -0.99 -2.82
H 1.96 0.32 -1.62
C 2.03 -2.30 -0.60
C 3.19 -1.59 0.05
C 4.24 -1.09 -0.71
C 5.29 -0.39 -0.13
C 5.28 -0.18 1.23
C 4.25 -0.67 2.02
C 3.21 -1.37 1.43
H 2.42 -1.76 2.05
H 4.27 -0.50 3.08
O 6.28 0.51 1.94
C 7.34 1.01 1.31
F 8.07 0.07 0.65
F 7.02 1.92 0.35
H 7.99 1.50 2.04
H 6.08 -0.02 -0.76
H 4.25 -1.26 -1.78
H 2.37 -2.82 -1.50
H 1.62 -3.04 0.09
H 0.09 -1.51 0.90
H 0.93 0.02 0.55
C -2.06 -1.23 -0.69
H -2.28 -1.81 0.22
O -1.64 -2.11 -1.70
H -0.69 -2.27 -1.56
H -2.99 -0.78 -1.04
H -4.07 -0.33 1.32
H -6.13 -0.69 2.37
H -7.65 -0.89 1.46
*
```

Properties
Gap between HOMO and LUMO: 9.096 eV
E_HOMO: -8.44 eV
SMILES: COc1cccc(C[C@@]2(CO)CCCN(Cc3ccc(OC(F)F)cc3)C2)c1

---

Arrangement ii

# C22H27F2NO3

The molecule C22H27F2NO3 (ωB97M-V with the def2-TZVPD basis set, OMol25).

ORCA input file:
```
! RIJCOSX wB97M-V def2-TZVPD def2/J DEFGRID3
* xyz 0 1
O 2.81 0.90 -2.53
C 3.30 1.56 -1.39
H 4.38 1.42 -1.30
H 3.11 2.62 -1.57
C 2.62 1.12 -0.08
C 3.03 2.09 1.03
C 2.55 1.66 2.41
N 2.97 0.31 2.76
C 2.02 -0.46 3.53
C 0.74 -0.81 2.80
C -0.37 0.03 2.86
C -1.47 -0.19 2.06
C -1.48 -1.27 1.18
C -0.42 -2.16 1.16
C 0.68 -1.92 1.97
H 1.50 -2.62 1.94
H -0.43 -3.03 0.52
O -2.62 -1.37 0.37
C -2.63 -2.21 -0.66
F -1.55 -2.09 -1.47
F -2.62 -3.52 -0.29
H -3.54 -2.03 -1.26
H -2.33 0.47 2.08
H -0.38 0.86 3.55
H 1.78 0.13 4.42
H 2.52 -1.38 3.85
C 3.71 -0.37 1.71
C 3.08 -0.31 0.31
H 3.83 -0.67 -0.40
H 2.23 -0.99 0.27
H 3.84 -1.41 2.01
H 4.71 0.08 1.68
H 1.46 1.74 2.44
H 2.95 2.35 3.17
H 4.12 2.17 1.03
H 2.64 3.09 0.82
C 1.09 1.08 -0.28
C 0.43 2.38 -0.74
H 0.75 2.65 -1.75
O -0.98 2.27 -0.67
C -1.65 1.53 -1.60
C -1.10 0.97 -2.74
C -1.90 0.26 -3.62
C -3.25 0.10 -3.37
C -3.81 0.66 -2.23
C -3.02 1.37 -1.35
H -3.43 1.81 -0.46
H -4.86 0.54 -2.03
H -3.87 -0.46 -4.06
H -1.46 -0.18 -4.50
H -0.05 1.08 -2.97
H 0.66 3.20 -0.06
H 0.61 0.78 0.65
H 0.86 0.30 -1.01
H 2.93 -0.05 -2.41
*
```

Properties
Gap between HOMO and LUMO: 8.839 eV
E_HOMO: -8.15 eV
SMILES: OCC1(CCOc2ccccc2)CCN(Cc2ccc(OC(F)F)cc2)CC1

---

Question: of the structures shown, which is the least stable? Reply: arrangement ii.